(1)
C5H7NO as an isolated structure in a non-equilibrium geometry, computed with ωB97M-V/def2-TZVPD.

Computed properties:
- Energy above the lowest of the compared OMol25 structures with the same formula, charge and spin: 374.3 kJ/mol
- DFT total energy: -8832.323 eV
- Kohn-Sham gap: 0.34110 Ha
- HOMO: -9.402 eV

The geometry in ORCA input format:
```
! RIJCOSX wB97M-V def2-TZVPD def2/J DEFGRID3
* xyz 0 1
O 2.11 1.39 0.83
N -2.40 1.67 -0.95
C -0.55 0.15 0.16
C -1.05 -1.30 0.20
C 0.77 0.33 -0.60
C 1.96 0.30 0.22
C -1.58 1.01 -0.46
H -0.43 0.51 1.19
H -0.34 -1.92 0.77
H 1.16 1.66 -0.01
H 2.72 -0.46 0.36
H -2.04 -1.38 0.66
H -1.11 -1.70 -0.82
H 0.78 -0.26 -1.53
*
```

Charges per atom according to Löwdin partitioning, unit e:
1. O 0.020
2. N 0.149
3. C -0.394
4. C -0.066
5. C -0.139
6. C -0.229
7. C -0.208
8. H 0.143
9. H 0.083
10. H 0.226
11. H 0.131
12. H 0.085
13. H 0.086
14. H 0.115

=====

(2)
The molecule C5H7NO2 in a non-equilibrium geometry, computed with ωB97M-V/def2-TZVPD.

Computed properties:
- Energy above the lowest of the compared OMol25 structures with the same formula, charge and spin: 146.3 kJ/mol
- DFT total energy: -10882.101 eV
- SMILES: OCc1ccc(O)[nH]1
- Kohn-Sham gap: 0.30598 Ha
- HOMO: -7.630 eV

The geometry in ORCA input format:
```
! RIJCOSX wB97M-V def2-TZVPD def2/J DEFGRID3
* xyz 0 1
O 2.54 -1.09 0.05
O -2.71 -0.95 -0.23
N 0.19 -0.69 0.05
C 1.48 -0.27 0.09
C 1.44 1.12 -0.14
C -2.04 0.31 0.35
C 0.11 1.56 -0.06
C -0.66 0.42 -0.04
H 3.37 -0.71 -0.18
H -2.58 -0.82 -1.15
H 2.27 1.75 -0.33
H 0.04 -1.69 0.26
H -2.00 -0.02 1.39
H -0.34 2.56 -0.09
H -2.72 1.23 0.14
*
```

Charges per atom according to Löwdin partitioning, unit e:
1. O 0.095
2. O -0.100
3. N 0.142
4. C -0.362
5. C -0.050
6. C -0.147
7. C -0.050
8. C -0.322
9. H 0.094
10. H 0.036
11. H 0.087
12. H 0.187
13. H 0.119
14. H 0.117
15. H 0.154